[1]
{"formula": "C5H10N2O2", "method": "the ωB97M-V functional and the def2-TZVPD basis", "smiles": "C[C@@H](O)C#N.CC(N)=O", "homo_ev": -10.077, "e_tot_ev": -12420.880, "multiplicity": 1, "species": ["C", "C", "O", "C", "N", "H", "H", "H", "H", "H", "C", "C", "N", "O", "H", "H", "H", "H", "H"], "positions_angstrom": [[1.52352, 2.53058, 1.14658], [0.21347, 1.81887, 0.82074], [0.16324, 1.39978, -0.52499], [0.12037, 0.51543, 1.43111], [-0.04281, -0.56614, 1.82529], [1.59145, 2.75850, 2.20967], [2.36955, 1.90624, 0.86193], [1.57093, 3.45238, 0.56994], [-0.65375, 2.43669, 1.11097], [-0.31081, 0.48766, -0.98676], [-0.77129, -2.58964, -0.12252], [-0.26535, -1.99402, -1.35969], [-0.93837, -0.73909, -1.69652], [0.77123, -2.23299, -1.93257], [-0.24087, -3.50765, 0.11461], [-1.84287, -2.77424, -0.15697], [-0.55071, -1.73716, 0.80787], [-0.78746, -0.47745, -2.66275], [-1.91947, -0.68780, -1.45595]], "forces_ev_per_angstrom": [[-0.112, -0.064, -0.283], [-0.142, -0.890, -0.907], [-0.306, -0.038, -2.439], [-0.572, -2.025, 2.298], [0.546, 2.023, 0.024], [-0.078, 0.036, 0.008], [-0.066, -0.038, -0.002], [-0.021, 0.039, 0.030], [0.189, -0.161, -0.065], [0.828, 1.773, 2.051], [0.150, 1.091, 2.245], [1.013, 1.883, -0.065], [0.069, -0.478, -0.187], [-0.759, -0.378, 0.015], [0.017, 0.029, -0.010], [-0.112, 0.039, 0.035], [-0.638, -2.598, -2.657], [0.060, -0.099, -0.109], [-0.064, -0.145, 0.019]], "mulliken_charge": [-1.270, 0.551, -0.654, 0.209, -0.584, 0.365, 0.323, 0.323, 0.167, 0.456, -0.885, 0.624, -0.562, -0.563, 0.304, 0.354, 0.272, 0.294, 0.275]}

[2]
{"formula": "C6H9NS", "method": "the ωB97M-V functional and the def2-TZVPD basis", "smiles": "C=C1CCN(C=S)C1", "homo_ev": -8.318, "e_tot_ev": -18692.311, "multiplicity": 1, "species": ["C", "C", "C", "C", "N", "C", "S", "C", "H", "H", "H", "H", "H", "H", "H", "H", "H"], "positions_angstrom": [[2.42769, -0.42645, -0.41577], [1.22710, -0.10737, 0.00547], [0.67456, 1.26770, 0.25553], [-0.79711, 1.14993, -0.15118], [-1.09057, -0.25076, 0.03621], [-2.35151, -0.78000, 0.09385], [-3.74477, 0.09606, -0.16778], [0.06489, -1.10480, 0.19916], [3.24852, 0.29924, -0.50930], [2.72424, -1.43985, -0.58030], [1.27727, 2.04246, -0.23311], [0.74912, 1.40111, 1.34223], [-1.43436, 1.81510, 0.50477], [-0.93922, 1.45308, -1.19109], [-2.35296, -1.91388, 0.13530], [0.13802, -1.91435, -0.55402], [0.17912, -1.58722, 1.23003]], "forces_ev_per_angstrom": [[1.177, 0.462, 0.186], [-1.003, -0.391, -0.334], [0.520, -0.441, 0.466], [-0.052, 1.457, 0.779], [-2.053, -1.582, 0.643], [0.447, 0.350, -1.168], [0.844, -0.670, 0.417], [1.905, -0.194, 0.589], [-0.600, -0.138, -0.067], [-0.010, -0.577, -0.134], [-0.430, -0.115, 0.049], [-0.156, 0.327, -0.084], [0.410, -0.909, -0.830], [-0.197, -0.080, -0.003], [0.020, 1.408, 0.309], [-0.278, 0.418, 0.338], [-0.545, 0.674, -1.155]], "mulliken_charge": [-1.074, 0.525, -0.578, -0.636, 0.129, -0.179, -0.324, -0.622, 0.274, 0.288, 0.403, 0.245, 0.323, 0.307, 0.267, 0.388, 0.263]}

[3]
{"formula": "C33H27F3N12O5S2Sr", "method": "the ωB97M-V functional and the def2-TZVPD basis", "homo_ev": -1.941, "total_charge": -2, "e_tot_ev": -93444.972, "multiplicity": 1, "species": ["Sr", "N", "C", "C", "C", "C", "C", "C", "C", "C", "N", "C", "H", "H", "H", "H", "H", "H", "H", "H", "S", "C", "C", "N", "C", "S", "C", "N", "O", "C", "O", "C", "C", "N", "N", "C", "C", "O", "O", "H", "H", "H", "F", "C", "F", "F", "C", "C", "C", "N", "C", "C", "H", "H", "H", "H", "C", "N", "C", "C", "O", "N", "C", "C", "H", "H", "H", "H", "H", "H", "H", "H", "H", "H", "H", "H", "N", "C", "C", "C", "N", "C", "N"], "positions_angstrom": [[0.19562, 0.49476, -0.17255], [-1.32794, -1.03024, 2.19746], [-0.52077, -1.14753, 3.32113], [-1.03984, -1.38486, 4.56857], [-0.21386, -1.44821, 5.71294], [1.13304, -1.28794, 5.61233], [1.70475, -1.03498, 4.33943], [3.09340, -0.81952, 4.17169], [3.59793, -0.54810, 2.94133], [2.70824, -0.46183, 1.85253], [1.41236, -0.65793, 1.95653], [0.89479, -0.95401, 3.19423], [-2.29521, -1.26091, 2.32588], [-0.95139, -1.40508, 1.33943], [-2.11300, -1.50597, 4.67068], [-0.66766, -1.63108, 6.68031], [1.77642, -1.31995, 6.48394], [3.73623, -0.83633, 5.04492], [4.64861, -0.33632, 2.78583], [3.09174, -0.21501, 0.86503], [1.49444, 3.01610, 0.72175], [2.38703, 2.83302, 2.22503], [3.84404, 2.78988, 2.10817], [4.99435, 2.76100, 2.00610], [1.83380, 2.71276, 3.45873], [0.14122, 2.67564, 3.86013], [2.74580, 2.53342, 4.60049], [3.44120, 2.38678, 5.50872], [-5.55756, 2.17564, -1.00000], [-5.01553, 2.97391, -0.09440], [-5.59148, 3.95962, 0.31410], [-3.66689, 2.61079, 0.41550], [-3.01987, 3.32102, 1.40728], [-1.82879, 2.75354, 1.60494], [-1.64341, 1.69009, 0.81710], [-2.74809, 1.58752, 0.07460], [-2.82088, 0.43891, -0.90441], [-3.89056, 0.24880, -1.51540], [-1.76583, -0.26928, -1.01907], [-4.94771, 1.40765, -1.21871], [-3.34374, 4.19117, 1.95865], [-1.09475, 2.96248, 2.31379], [-0.69782, 4.70994, -6.33376], [-0.58927, 3.37284, -6.33076], [-1.69149, 2.86914, -6.90720], [0.45545, 3.04557, -7.10807], [-0.40788, 2.82848, -4.93634], [-0.51542, 1.46901, -4.73021], [-0.32706, 0.98985, -3.44470], [-0.03952, 1.79537, -2.41551], [0.06771, 3.10268, -2.63130], [-0.11556, 3.66623, -3.88864], [-0.74399, 0.79090, -5.54384], [-0.41443, -0.06926, -3.22184], [0.31868, 3.71421, -1.76879], [-0.02602, 4.73335, -4.02916], [1.31099, -5.79991, -0.80683], [0.87516, -4.68214, 0.02223], [1.86182, -4.17491, 0.97826], [-0.18891, -3.86068, -0.28418], [-0.20958, -2.70225, 0.13194], [-1.21994, -4.38004, -1.02869], [-2.21713, -3.46272, -1.56108], [-1.59632, -5.78284, -1.03672], [2.38447, -5.71850, -0.96835], [0.85626, -5.76332, -1.78858], [1.10888, -6.77136, -0.34488], [2.86230, -4.39791, 0.60435], [1.74480, -4.63662, 1.96285], [1.75766, -3.10264, 1.08903], [-1.84139, -2.44694, -1.57676], [-3.12915, -3.47981, -0.95323], [-2.47802, -3.76671, -2.57929], [-1.13782, -6.32086, -0.21090], [-1.34147, -6.28934, -1.97110], [-2.67936, -5.84578, -0.90828], [1.84223, -0.71238, -1.46280], [2.52375, -1.51410, -1.94774], [3.24962, -2.50745, -2.64327], [2.54857, -3.35655, -3.55759], [1.96963, -4.03341, -4.29709], [4.66858, -2.63914, -2.49817], [5.81219, -2.77091, -2.39578]], "forces_ev_per_angstrom": [[1.661, 0.010, 1.475], [0.510, 0.181, 0.287], [-0.144, 0.034, -0.416], [0.022, -0.025, 0.257], [-0.227, -0.021, -0.119], [0.135, 0.035, -0.073], [0.151, -0.005, 0.132], [-0.060, -0.031, 0.222], [0.173, 0.117, -0.218], [-0.233, -0.103, 0.058], [0.043, -0.032, 0.405], [0.025, 0.104, -0.409], [-0.143, -0.032, 0.061], [-0.055, -0.395, 0.045], [0.020, -0.019, 0.027], [-0.015, 0.030, -0.025], [-0.016, 0.011, -0.043], [-0.029, -0.003, -0.025], [-0.071, -0.006, 0.013], [-0.049, 0.035, 0.063], [0.321, 0.159, 0.091], [0.773, -0.054, -0.645], [-0.697, 0.117, 0.112], [-0.160, -0.060, -0.033], [0.120, -0.248, 0.996], [0.499, 0.008, 0.427], [-0.517, 0.167, -0.672], [-0.042, -0.033, -0.011], [-0.124, 0.048, -0.055], [0.248, -0.041, 0.189], [-0.092, 0.016, -0.038], [-0.207, -0.139, -0.300], [0.248, 0.131, 0.147], [-0.551, -0.290, -0.520], [-1.525, 1.163, 0.281], [0.076, -0.206, 0.060], [0.222, -0.340, -0.064], [0.032, 0.132, 0.022], [-1.853, 0.178, -0.379], [0.126, -0.148, -0.039], [0.036, -0.115, -0.055], [0.407, 0.018, 0.092], [-0.021, 0.049, -0.221], [0.035, -0.181, 0.673], [-0.056, 0.060, -0.216], [0.046, 0.062, -0.260], [-0.092, 0.159, -0.444], [-0.012, -0.450, 0.107], [0.027, 0.185, -0.015], [-0.069, 0.058, -0.438], [0.026, -0.014, 0.003], [0.119, 0.237, 0.392], [0.009, 0.040, 0.079], [-0.016, 0.118, -0.021], [-0.013, -0.040, -0.037], [-0.003, -0.005, 0.025], [-0.022, 0.222, 0.116], [0.109, -0.114, -0.075], [-0.089, -0.170, -0.111], [0.184, 0.044, 0.286], [-0.158, -0.008, -0.332], [0.153, -0.100, -0.109], [-0.020, -0.167, -0.037], [-0.034, 0.204, 0.089], [0.086, 0.019, 0.021], [-0.160, 0.034, -0.113], [-0.009, -0.008, -0.008], [-0.013, 0.044, 0.024], [-0.013, -0.054, -0.022], [-0.050, 0.098, -0.029], [0.037, 0.061, 0.062], [0.025, 0.030, -0.002], [0.022, -0.005, 0.049], [0.068, 0.031, 0.023], [0.018, 0.016, -0.044], [-0.023, 0.003, 0.017], [1.067, -0.710, -0.609], [0.148, -0.504, -0.692], [0.142, -0.101, 0.022], [0.258, 0.442, 0.456], [0.063, 0.014, 0.117], [-0.756, 0.053, -0.052], [-0.056, 0.001, 0.004]], "mulliken_charge": [1.032, 0.570, 0.011, -0.656, -0.759, -1.039, 0.772, -0.629, -1.155, -0.726, 1.821, 0.315, 0.330, -0.714, 0.369, 0.360, 0.371, 0.371, 0.441, 0.382, -0.337, 0.451, -0.053, -0.683, 0.466, -0.511, -0.147, -0.683, -0.591, 0.449, -0.665, 0.084, -0.815, -0.089, 0.847, 0.095, 0.539, -0.927, -0.136, 0.471, 0.500, -0.208, -0.285, 0.749, -0.263, -0.250, 0.654, -1.162, -0.358, 0.576, -0.505, -1.031, 0.408, 0.506, 0.475, 0.454, -1.279, 0.278, -0.551, 0.142, -0.117, 0.311, -0.757, -1.238, 0.405, 0.451, 0.271, 0.376, 0.246, -0.138, -0.258, 0.341, 0.433, 0.390, 0.290, 0.394, -0.938, 0.284, 0.219, 0.056, -0.626, 0.085, -0.564]}

[4]
{"formula": "C3H8NO", "method": "the ωB97M-V functional and the def2-TZVPD basis", "homo_ev": -2.612, "total_charge": -1, "e_tot_ev": -6770.910, "multiplicity": 1, "species": ["C", "N", "C", "C", "O", "H", "H", "H", "H", "H", "H", "H", "H"], "positions_angstrom": [[-0.92217, -0.15940, 0.28397], [-1.61704, -1.32387, -0.36662], [0.15778, 0.44651, -0.85524], [-0.42900, 1.35621, 0.27004], [0.57645, 1.73416, 1.18717], [-2.06313, -0.15514, 0.37563], [2.67078, -1.27377, 0.80745], [-0.38937, -0.65569, 1.10042], [-1.11924, -1.37661, -1.20457], [-0.19972, 0.62480, -1.93417], [1.24918, 0.28474, -0.73699], [3.40515, -1.52197, 1.00232], [-1.31968, 2.02004, 0.07058]], "forces_ev_per_angstrom": [[4.077, -2.601, 0.428], [-2.843, -1.377, 0.439], [-2.074, 2.417, 1.209], [4.260, 2.746, 0.158], [-4.104, -1.185, -2.105], [0.209, 0.606, -0.775], [1.560, -0.495, 0.449], [0.390, 0.855, 0.235], [0.164, -0.191, -1.804], [0.054, -0.834, 1.907], [-1.149, -0.160, 0.307], [-1.578, 0.511, -0.438], [1.035, -0.293, -0.011]], "mulliken_charge": [-0.385, -0.851, -0.791, 0.105, -0.789, 0.577, -0.259, 0.206, 0.205, 0.278, 0.193, 0.261, 0.250]}